# C3H7NOS

A cluster of 2 separate species, C3H7NOS in total in a non-equilibrium geometry (ωB97M-V/def2-TZVPD, OMol25).

HOMO level = -0.3396 Eh
Gap between HOMO and LUMO = 8.33 eV
Charge = 0
E_tot = -646.48556 Eh
Energy above the lowest of the compared OMol25 structures with the same formula, charge and spin = 6.161 eV
Strongest force on any atom = 6.48 eV/A

Geometry as XYZ:
```
13
Properties=species:S:1:pos:R:3:forces:R:3
C 0.949 1.002 0.507 0.3291 -0.3741 -2.4034
C -0.342 0.213 0.890 -0.6144 1.4400 -1.8974
C -0.433 -1.076 0.032 4.2882 1.1285 0.1989
H 2.691 -0.113 -0.477 -1.9216 0.8896 5.3913
H 0.922 1.320 -0.657 0.1847 -0.9716 2.5879
H 1.079 1.949 1.024 -0.4569 0.0136 0.3782
H -1.193 1.000 0.903 1.0078 -1.8544 0.0606
H -0.051 -0.174 1.816 -0.3310 -0.2346 2.0825
H 0.684 -1.605 0.139 -3.1697 0.6370 0.0747
H -2.892 -0.938 -2.587 0.2314 -0.7994 -0.5136
N -1.042 -1.429 -0.999 -2.4785 0.6093 -1.3839
O 2.108 0.182 0.906 1.3599 -0.2954 -6.3254
S -2.481 -0.332 -1.498 1.5712 -0.1886 1.7496
```
Forces are in eV/Å.



# C3H7NOS

An isolated molecule of C3H7NOS in a non-equilibrium geometry (ωB97M-V/def2-TZVPD, OMol25).

HOMO level (spin up / spin down) = -0.1704 / -0.3376 Eh
Multiplicity = 3
Gap between HOMO and LUMO (spin up / spin down) = 5.23 / 6.50 eV
Charge = 0
E_tot = -646.39282 Eh
Energy above the lowest of the compared OMol25 structures with the same formula, charge and spin = 4.456 eV
Strongest force on any atom = 7.11 eV/A

Geometry as XYZ:
```
13
Properties=species:S:1:pos:R:3:forces:R:3
C -1.660 1.330 0.263 -2.8334 2.2817 1.3701
C 1.669 -0.178 1.302 -1.3990 1.1012 1.2834
C -0.982 0.295 -0.254 4.0217 -2.0976 -0.5892
N 1.418 -0.705 -1.372 -1.2324 3.1774 2.4279
O 1.313 1.673 -0.508 0.9077 -0.1847 1.3010
S 0.843 0.364 -0.093 -3.9315 -1.5820 -5.7061
H -2.772 1.411 0.057 1.6218 -0.0768 0.4368
H -1.161 2.110 0.787 -0.0336 0.6373 0.3286
H 1.830 0.725 1.856 1.2391 0.4600 0.4222
H 1.143 -0.870 1.945 0.1969 -0.8142 -0.4667
H -1.473 -0.252 -1.033 0.9289 -1.0183 -0.3869
H 0.976 -1.532 -1.620 -0.7757 -1.6736 -0.1225
H 2.386 -0.572 -1.466 1.2895 -0.2105 -0.2986
```
Forces are in eV/Å.



# C3H7NOS2

A cluster of 2 separate species, C3H7NOS2 in total in a non-equilibrium geometry (ωB97M-V/def2-TZVPD, OMol25).

HOMO level = -0.3306 Eh
Gap between HOMO and LUMO = 6.49 eV
Charge = 0
E_tot = -1044.57873 Eh
Energy above the lowest of the compared OMol25 structures with the same formula, charge and spin = 8.807 eV
Strongest force on any atom = 6.88 eV/A

Geometry as XYZ:
```
14
Properties=species:S:1:pos:R:3:forces:R:3
C -2.694 -0.008 0.023 -5.7482 -2.4164 2.9122
C -1.443 0.679 -0.123 3.2762 -1.2415 -5.1937
C 1.499 -0.096 -0.231 -0.3821 4.2617 1.7276
H -2.868 -0.220 1.241 -0.0725 0.8479 -3.1127
H -3.602 0.664 -0.457 2.1709 -1.8149 1.5604
H -2.875 -1.160 -0.362 1.0352 3.1428 0.3533
H -1.392 0.955 -1.288 0.3254 0.1919 2.7542
H -1.071 1.404 0.551 -0.2716 0.9306 0.5254
H 2.330 -1.958 1.106 -0.0161 1.5069 -3.0911
H 4.034 0.357 -0.083 -0.2396 -0.3721 0.2199
N 2.557 -0.885 -0.464 0.7388 -3.8756 3.8624
O 3.897 -0.599 0.123 -1.8806 1.2049 -1.4514
S -0.209 -0.757 -0.039 1.7419 0.2233 -0.3925
S 1.837 1.624 0.002 -0.6777 -2.5896 -0.6741
```
Forces are in eV/Å.



# C3H7NOS2

An isolated molecule of C3H7NOS2 in a non-equilibrium geometry (ωB97M-V/def2-TZVPD, OMol25).

HOMO level = -0.3145 Eh
Gap between HOMO and LUMO = 8.95 eV
Charge = 0
SMILES = CS/C(CO)=N\S
E_tot = -1044.70861 Eh
Energy above the lowest of the compared OMol25 structures with the same formula, charge and spin = 5.273 eV
Strongest force on any atom = 5.80 eV/A

Geometry as XYZ:
```
14
Properties=species:S:1:pos:R:3:forces:R:3
C 1.400 0.292 -1.328 -0.0858 -2.2482 -2.2915
S -0.485 0.251 -1.545 2.6179 0.3891 -0.5320
C -0.612 0.428 0.149 -0.1784 -1.3668 -1.1720
C 0.534 0.045 1.069 0.4102 1.7178 5.0600
O 0.809 -1.384 1.130 -2.6791 -1.7413 2.5478
N -1.729 0.465 0.674 -4.3103 -0.0846 2.9031
S -3.438 0.276 0.261 3.2857 -0.1293 -3.1326
H 1.711 -0.176 -2.303 0.0863 0.1294 0.9719
H 1.612 -0.492 -0.440 0.2688 2.3023 -2.9728
H 1.812 1.334 -1.450 -0.4491 -1.0676 1.2162
H 1.587 0.666 1.042 -2.9278 -1.6861 -0.0164
H 0.024 0.313 2.092 1.2855 -0.2272 -1.7035
H 0.122 -1.974 1.896 2.9774 3.3276 -3.6963
H -3.348 -0.044 -1.247 -0.3014 0.6847 2.8181
```
Forces are in eV/Å.



# C3H7NOS2

An isolated molecule of C3H7NOS2 in a non-equilibrium geometry (ωB97M-V/def2-TZVPD, OMol25).

HOMO level = -0.3262 Eh
Gap between HOMO and LUMO = 8.82 eV
Charge = 0
SMILES = O=CNCCSS
E_tot = -1044.82003 Eh
Energy above the lowest of the compared OMol25 structures with the same formula, charge and spin = 2.241 eV
Strongest force on any atom = 2.98 eV/A

Geometry as XYZ:
```
14
Properties=species:S:1:pos:R:3:forces:R:3
O -4.222 1.272 -0.514 0.5749 0.9752 -0.2526
C -3.114 0.813 -0.722 -2.2732 -1.6837 0.3331
N -2.103 0.871 0.189 2.2933 -1.5593 -0.6605
C -1.089 -0.272 0.285 -1.0338 0.9709 2.2450
C 0.398 0.044 -0.054 -1.6954 0.1715 -2.4420
S 1.774 -0.309 1.072 -0.2293 -0.6639 -0.8430
S 2.990 -0.857 -0.573 1.5780 0.9308 1.3307
H -3.108 0.081 -1.606 1.2701 0.8543 0.9516
H -2.160 1.545 0.933 -0.3101 -0.0432 0.0819
H -1.506 -1.004 -0.428 0.4214 0.1039 0.6052
H -1.078 -0.694 1.360 -0.6237 0.4514 -1.6578
H 0.430 -0.781 -0.891 0.8433 2.3702 1.0812
H 0.461 1.152 -0.368 0.0632 -2.0046 -0.1817
H 2.057 -1.436 -1.251 -0.8786 -0.8734 -0.5910
```
Forces are in eV/Å.



# C3H7NOS2

A structure of composition C3H7NOS2 in a non-equilibrium geometry (ωB97M-V/def2-TZVPD, OMol25).

HOMO level = -0.3481 Eh
Gap between HOMO and LUMO = 8.48 eV
Charge = 0
E_tot = -1044.62042 Eh
Energy above the lowest of the compared OMol25 structures with the same formula, charge and spin = 7.673 eV
Strongest force on any atom = 6.48 eV/A

Geometry as XYZ:
```
14
Properties=species:S:1:pos:R:3:forces:R:3
C 2.633 -0.680 -0.096 1.3284 0.0822 -0.0857
C 1.210 0.101 -0.305 0.1530 3.3298 0.1669
C -1.331 0.693 -0.232 1.1874 -0.1160 0.1021
H 3.340 -1.209 -1.137 -2.4875 2.2099 3.2579
H 2.307 -1.610 0.500 0.9815 1.4499 -0.5880
H 3.446 0.150 0.728 -2.6125 -2.9284 -2.9661
H 0.888 0.965 -1.135 2.0419 -2.5119 1.5618
H 1.095 0.799 0.611 0.5113 -1.2875 -1.2667
H -3.014 1.569 0.904 0.8693 -2.5821 -4.0637
H -2.971 -1.571 1.100 -1.6130 1.6920 -2.8759
N -2.672 0.614 -0.348 -4.6625 1.0344 4.3837
O -0.864 1.798 -0.138 1.0869 0.3408 0.1067
S -0.373 -0.816 -0.244 0.2196 0.0096 -0.2947
S -3.693 -0.803 -0.205 2.9962 -0.7226 2.5615
```
Forces are in eV/Å.



# C3H7NS

A structure of composition C3H7NS in a non-equilibrium geometry (ωB97M-V/def2-TZVPD, OMol25).

HOMO level = -0.2930 Eh
Gap between HOMO and LUMO = 8.97 eV
Charge = 0
E_tot = -571.31438 Eh
Energy above the lowest of the compared OMol25 structures with the same formula, charge and spin = 3.389 eV
Strongest force on any atom = 7.91 eV/A

Geometry as XYZ:
```
12
Properties=species:S:1:pos:R:3:forces:R:3
C -1.303 1.863 -1.141 -4.6477 -1.4984 -6.2188
C 0.804 -0.626 0.285 -2.4169 -3.0348 1.0841
C 0.860 -1.835 1.269 0.6983 2.0238 2.2510
H -1.639 2.402 -0.378 -2.2357 2.6678 2.6260
H -2.125 1.048 -1.477 2.1972 1.3548 1.1991
H -1.203 2.348 -2.125 -0.5255 0.9680 0.5872
H 1.722 -0.392 -0.200 1.2514 0.4443 0.1900
H -0.140 -2.042 2.115 3.1661 0.5380 -3.3099
H 1.283 -2.636 0.627 -0.7208 -0.2679 1.0016
H 1.804 -1.448 1.945 -2.2885 -1.3350 -1.2288
N -0.275 -0.082 -0.127 1.9359 -0.0223 1.9053
S 0.211 1.400 -0.794 3.5863 -1.8383 -0.0867
```
Forces are in eV/Å.



# C3H7NS

A cluster of 2 separate species, C3H7NS in total in a non-equilibrium geometry (ωB97M-V/def2-TZVPD, OMol25).

HOMO level (spin up / spin down) = -0.5009 / -0.5005 Eh
Multiplicity = 2
Gap between HOMO and LUMO (spin up / spin down) = 9.69 / 4.36 eV
Charge = +1
E_tot = -571.02054 Eh
Strongest force on any atom = 2.70 eV/A

Geometry as XYZ:
```
12
Properties=species:S:1:pos:R:3:forces:R:3
S 2.264 -1.668 0.264 -1.1715 0.2125 -0.1449
H 3.368 -1.366 0.984 -0.2401 0.5282 0.1892
C -1.068 0.517 0.181 -2.1218 0.5970 1.5680
C -1.125 0.209 1.493 0.8405 0.8248 0.9995
C -0.146 0.372 -1.933 0.3651 0.1611 1.1919
N -0.058 0.097 -0.680 0.2376 0.2910 -0.9177
H -1.939 1.120 -0.215 0.9949 -0.9739 -0.0565
H -0.204 -0.075 2.104 -1.2908 -0.2682 -1.0823
H -2.003 0.465 2.161 1.1488 -0.1779 -1.2416
H 0.601 -0.006 -2.596 0.4312 -0.2212 -0.3301
H -0.886 1.047 -2.367 -0.2847 -0.2548 0.2765
H 1.194 -0.712 0.604 1.0909 -0.7183 -0.4518
```
Forces are in eV/Å.



# C3H7NS2

A cluster of 2 separate species, C3H7NS2 in total in a non-equilibrium geometry (ωB97M-V/def2-TZVPD, OMol25).

HOMO level = -0.3181 Eh
Gap between HOMO and LUMO = 9.26 eV
Charge = 0
SMILES = NC(=S)S.C=C
E_tot = -969.56787 Eh
Energy above the lowest of the compared OMol25 structures with the same formula, charge and spin = 1.890 eV
Strongest force on any atom = 2.53 eV/A

Geometry as XYZ:
```
13
Properties=species:S:1:pos:R:3:forces:R:3
N -1.487 -0.431 -1.558 0.0574 -0.4625 -1.6113
C -1.491 0.343 -0.466 -0.8460 -1.3176 0.9147
S -0.974 1.843 -0.375 0.4197 1.4546 0.1899
S -2.199 -0.664 0.893 0.1237 -0.0173 -0.6405
H -2.025 -1.322 -1.485 0.9725 1.1416 -0.8008
H -1.103 -0.009 -2.465 -1.0931 -1.1722 1.9598
H -2.067 0.153 1.931 0.1680 0.4825 -0.0714
C 1.503 -0.457 0.812 0.1193 -0.6093 -1.5836
C 2.183 0.528 0.234 0.0963 -0.0377 0.8330
H 1.871 -0.692 1.782 -0.4880 -0.2270 0.9309
H 0.805 -1.152 0.375 -0.1706 -0.0392 -0.2819
H 2.698 0.896 1.109 1.2100 1.3356 -0.9095
H 2.284 0.963 -0.786 -0.5692 -0.5314 1.0707
```
Forces are in eV/Å.